No. 1
Here is a single C17H26N2O3 molecule from the OMol25 dataset. Energies are from the ωB97M-V functional and the def2-TZVPD basis.

Atoms and positions in Å:
C: 3.3827 3.6926 -1.8628
C: 2.1625 2.8494 -1.9335
N: 1.1399 3.3167 -2.6634
C: 2.0633 1.6341 -1.2789
C: 0.8731 0.9026 -1.4345
N: -0.1112 0.3431 -1.6341
C: 3.1334 1.0705 -0.4764
O: 4.2493 1.5445 -0.3873
C: 2.7727 -0.2121 0.2649
O: 1.6254 0.0096 1.0776
C: 0.9219 -1.0837 1.4291
O: 1.2000 -2.1866 1.0428
C: -0.1665 -0.7404 2.4273
C: -1.0536 -1.9574 2.6855
C: -1.8199 -2.3758 1.4248
C: -2.1894 -1.1713 0.5434
C: -3.3877 -1.4449 -0.3997
C: -4.7144 -1.5543 0.3563
C: -3.4970 -0.3114 -1.4271
C: -3.1369 -2.7456 -1.1712
C: -2.3729 0.0484 1.4479
C: -1.0165 0.4760 2.0135
H: 4.2212 3.1669 -2.3177
H: 3.6640 3.8630 -0.8252
H: 3.2312 4.6446 -2.3669
H: 1.2087 4.1963 -3.1445
H: 0.2937 2.7768 -2.7533
H: 2.5637 -1.0227 -0.4463
H: 3.6165 -0.5090 0.8978
H: 0.3811 -0.4919 3.3453
H: -1.7479 -1.7056 3.4890
H: -0.4376 -2.7909 3.0259
H: -1.1995 -3.0618 0.8499
H: -2.7167 -2.9134 1.7356
H: -1.3347 -0.9566 -0.1071
H: -5.5150 -1.7978 -0.3394
H: -4.9644 -0.6152 0.8432
H: -4.6791 -2.3356 1.1113
H: -2.5424 -0.1607 -1.9226
H: -4.2440 -0.5587 -2.1789
H: -3.7952 0.6236 -0.9596
H: -2.1695 -2.7081 -1.6656
H: -3.9043 -2.8853 -1.9303
H: -3.1559 -3.6089 -0.5122
H: -2.7942 0.8867 0.8947
H: -3.0584 -0.1944 2.2610
H: -0.4754 1.0518 1.2622
H: -1.1719 1.1253 2.8774

Forces on atoms 1 to 3 (eV/Å):
C 0.164 0.167 -0.024
C -0.263 -0.139 -0.010
N 0.152 -0.036 0.066

The lowest unoccupied orbital energy is 0.3752 eV. The energy comes out at -998.640381 a.u. As for the structure (SMILES): C/C(N)=C(/C#N)C(=O)COC(=O)[C@H]1CC[C@H](C(C)(C)C)CC1. As for the charge: 0.

=====

No. 2
Here is a molecular structure, C23H56AsIrNSi5Te in a non-equilibrium geometry from the OMol25 dataset. Energies are from the ωB97M-V functional and the def2-TZVPD basis.

Atoms and positions in Å:
Ir: -0.6497 0.4098 0.1291
N: -0.8171 -0.0598 2.5489
C: 0.3165 0.1855 3.3880
C: 0.6637 -0.6958 4.4031
C: 1.7598 -0.4318 5.2047
C: 2.5178 0.7055 5.0034
C: 2.1859 1.5759 3.9769
C: 1.0894 1.3210 3.1746
H: -1.2304 -0.9626 2.7747
H: -1.5207 0.6612 2.7017
H: 0.0759 -1.5843 4.5842
H: 2.0189 -1.1229 5.9915
H: 3.3657 0.9099 5.6378
H: 2.7906 2.4524 3.8049
H: 0.8182 1.9853 2.3632
C: 4.4997 0.2559 -3.1520
Si: 3.5948 1.6609 -2.2381
C: 4.7715 3.0307 -1.6442
C: 2.2168 2.4251 -3.3087
C: 2.7836 0.8773 -0.6910
Te: 1.3767 -0.6327 -1.2926
C: 2.6436 -2.2661 -0.6474
Si: 3.1445 -2.5320 1.1890
C: 4.4134 -3.9529 1.1312
C: 3.9491 -1.0167 2.0186
C: 1.5384 -3.0109 2.0921
H: 4.9109 0.5958 -4.0963
H: 3.8243 -0.5680 -3.3713
H: 5.3227 -0.1336 -2.5600
H: 5.1814 3.5659 -2.4945
H: 5.6031 2.6333 -1.0712
H: 4.2524 3.7534 -1.0212
H: 2.5983 2.7153 -4.2818
H: 1.8159 3.3204 -2.8434
H: 1.3927 1.7322 -3.4633
H: 2.2648 1.6183 -0.0918
H: 3.5203 0.3841 -0.0705
H: 3.5339 -2.1569 -1.2639
H: 2.1262 -3.1564 -0.9966
H: 5.3115 -3.6573 0.5958
H: 4.0161 -4.8357 0.6393
H: 4.7141 -4.2439 2.1326
H: 4.7782 -0.6183 1.4406
H: 4.3526 -1.3043 2.9847
H: 3.2398 -0.2145 2.1953
H: 1.1914 -3.9903 1.7794
H: 0.7534 -2.2911 1.8794
H: 1.6878 -3.0393 3.1653
C: -5.2731 -0.0517 -2.9926
Si: -4.9797 0.4227 -1.1646
C: -6.2376 -0.3606 0.0474
C: -5.0400 2.3174 -0.9482
As: -2.8435 -0.5361 -0.6295
Si: -2.8709 -2.8292 -1.2175
C: -4.5807 -3.6347 -0.9767
C: -1.5639 -3.6267 -0.0744
C: -2.2949 -2.9800 -3.0328
H: -6.2029 0.3500 -3.3804
H: -5.3026 -1.1298 -3.1167
H: -4.4662 0.3333 -3.6107
H: -7.2454 0.0062 -0.1175
H: -5.9655 -0.1229 1.0734
H: -6.2607 -1.4410 -0.0490
H: -5.9571 2.7229 -1.3659
H: -4.2117 2.8077 -1.4461
H: -5.0109 2.6006 0.0993
H: -4.9382 -3.5094 0.0409
H: -4.5464 -4.6989 -1.1819
H: -5.3144 -3.1985 -1.6471
H: -1.9090 -3.6683 0.9547
H: -0.6436 -3.0447 -0.0929
H: -1.3186 -4.6383 -0.3787
H: -2.9904 -2.4833 -3.7036
H: -2.2166 -4.0150 -3.3504
H: -1.3189 -2.5165 -3.1658
C: 0.6136 4.0811 0.1078
Si: -0.8001 2.7940 -0.1387
C: -1.4905 3.1470 -1.9117
C: -2.1335 3.3640 1.1521
H: 0.2462 5.0779 -0.1236
H: 1.4717 3.8992 -0.5313
H: 0.9693 4.1009 1.1341
H: -2.1126 4.0380 -1.9024
H: -2.0920 2.3250 -2.2974
H: -0.6868 3.3181 -2.6203
H: -2.6416 4.2490 0.7832
H: -1.6628 3.6270 2.0951
H: -2.8867 2.6039 1.3474

Forces on atoms 1 to 3 (eV/Å):
Ir -0.016 -0.146 0.572
N -0.300 0.067 -0.648
C 0.511 0.088 0.240

Its expectation value of S² is 6.011. The lowest unoccupied orbital energy (spin up / spin down) is -1.9799 / -4.6539 eV. As for the spin multiplicity: 5. The energy comes out at -5020.183319 a.u. As for the charge: +1.

=====

No. 3
Here is a molecular structure, C32H28BrF4N7P2PtS2 in a non-equilibrium geometry from the OMol25 dataset. Energies are from the ωB97M-V functional and the def2-TZVPD basis.

Atoms and positions in Å:
Pt: 0.1107 -0.2476 -0.1575
F: -3.2817 6.1138 -1.6308
C: -2.7754 5.0754 -1.0012
C: -2.9681 4.9193 0.3589
F: -3.6384 5.8272 1.0401
C: -2.4494 3.8094 1.0005
F: -2.6591 3.7051 2.3079
C: -1.7097 2.8422 0.3263
P: -1.0613 1.4074 1.2548
C: -2.5246 0.6310 1.9929
C: -3.1257 -0.3906 1.2542
C: -4.2627 -1.0252 1.7251
C: -4.8058 -0.6523 2.9477
C: -4.2110 0.3560 3.6907
C: -3.0775 1.0035 3.2196
C: -0.1002 2.2612 2.5132
C: 0.6910 3.3399 2.1168
C: 1.4721 4.0028 3.0495
C: 1.4624 3.5979 4.3801
C: 0.6903 2.5157 4.7734
C: -0.0720 1.8273 3.8386
C: -1.4854 3.0627 -1.0240
Br: -0.3460 1.9506 -2.0343
C: -2.0223 4.1433 -1.6923
F: -1.8112 4.3104 -2.9919
H: -2.7089 -0.6764 0.2992
H: -4.7295 -1.8070 1.1391
H: -5.6948 -1.1454 3.3188
H: -4.6360 0.6526 4.6406
H: -2.6526 1.8054 3.8031
H: 0.7083 3.6571 1.0799
H: 2.0910 4.8347 2.7392
H: 2.0739 4.1161 5.1074
H: 0.6895 2.1960 5.8074
H: -0.6351 0.9561 4.1469
S: 1.9989 0.2422 1.3923
C: 1.5511 -0.5854 2.7819
C: 2.2827 -0.2462 3.9704
N: 2.8761 0.0622 4.9056
C: 0.5520 -1.5302 2.8335
S: -0.2717 -2.0554 1.4875
C: 0.1939 -2.1419 4.0870
N: -0.1315 -2.6214 5.0797
C: 4.9031 -1.4026 -2.3757
N: 4.4288 -2.4016 -1.4208
C: 3.9232 -3.5723 -2.1310
N: 2.8323 -3.1987 -3.0348
C: 3.3032 -2.1810 -3.9750
N: 3.8229 -1.0011 -3.2795
C: 2.7920 -0.2261 -2.6306
P: 1.9430 -1.2627 -1.3228
C: 3.4979 -1.8755 -0.4530
C: 1.6300 -2.8081 -2.3307
H: 5.7088 -1.8387 -2.9621
H: 5.2871 -0.5341 -1.8409
H: 3.5674 -4.3097 -1.4116
H: 4.7292 -4.0075 -2.7179
H: 2.4875 -1.8804 -4.6343
H: 4.1029 -2.6123 -4.5731
H: 2.0536 0.1057 -3.3656
H: 3.2124 0.6648 -2.1604
H: 3.2088 -2.6569 0.2529
H: 3.9542 -1.0612 0.1021
H: 0.8267 -2.6189 -3.0450
H: 1.2998 -3.6029 -1.6597
C: -2.2176 -2.2331 -4.9032
N: -1.9300 -2.0734 -3.4704
C: -2.3301 -2.9276 -2.4708
C: -1.8233 -2.4344 -1.3135
N: -1.1115 -1.2853 -1.6033
C: -1.1968 -1.1051 -2.9126
H: -3.0006 -2.9750 -5.0209
H: -1.3316 -2.5720 -5.4343
H: -2.5552 -1.2912 -5.3264
H: -2.9383 -3.7954 -2.6646
H: -1.9138 -2.8317 -0.3178
H: -0.7625 -0.2940 -3.4705

Forces on atoms 1 to 3 (eV/Å):
Pt 1.495 -0.179 1.621
F 0.057 -0.097 0.061
C -0.108 0.252 -0.110

The lowest unoccupied orbital energy (spin up / spin down) is -8.6398 / -8.6457 eV. The energy comes out at -6190.792303 a.u. As for the charge: +2.